# 1
{
  "formula": "C30H50Br2F7INO5S",
  "method": "wB97M-V/def2-TZVPD",
  "species": ["C", "C", "C", "C", "C", "C", "C", "C", "C", "N", "C", "S", "O", "O", "C", "F", "F", "C", "F", "F", "C", "F", "F", "F", "C", "C", "C", "C", "C", "C", "C", "C", "O", "C", "O", "O", "C", "C", "C", "C", "I", "C", "C", "H", "H", "H", "H", "H", "H", "H", "H", "H", "H", "H", "H", "H", "H", "H", "H", "H", "H", "H", "H", "H", "H", "H", "H", "H", "H", "H", "H", "H", "H", "H", "H", "H", "H", "H", "H", "H", "H", "H", "H", "H", "H", "H", "H", "H", "H", "Br", "C", "C", "Br", "H", "H", "H", "H"],
  "xyz": [[-7.301, -3.954, -1.948], [-6.585, -5.249, -1.570], [-5.423, -5.592, -2.501], [-4.278, -4.572, -2.536], [-3.870, -4.013, -1.172], [-2.675, -3.060, -1.273], [-2.624, -2.053, -0.124], [-1.397, -1.155, -0.210], [-1.370, -0.128, 0.919], [-0.276, 0.834, 0.713], [-0.171, 1.819, -0.076], [-1.448, 2.488, -1.187], [-1.373, 1.671, -2.351], [-1.249, 3.896, -1.155], [-3.203, 2.258, -0.531], [-3.526, 0.978, -0.665], [-3.913, 2.977, -1.396], [-3.455, 2.729, 0.934], [-4.285, 1.868, 1.506], [-2.269, 2.667, 1.591], [-4.047, 4.160, 1.111], [-3.933, 4.495, 2.399], [-5.332, 4.153, 0.762], [-3.381, 5.046, 0.368], [1.225, 2.391, -0.158], [1.629, 2.786, -1.606], [3.120, 2.980, -1.855], [2.031, 1.213, 0.495], [3.409, 1.652, 1.025], [3.951, 0.972, 2.281], [5.475, 0.845, 2.269], [5.992, 0.352, 3.608], [5.392, -0.935, 3.831], [4.910, -1.213, 5.047], [4.370, -2.223, 5.297], [2.085, 0.256, -0.556], [3.035, -0.822, -0.557], [2.775, -1.937, 0.445], [0.991, 0.626, 1.498], [0.706, 1.190, 2.918], [1.320, -0.239, 4.407], [1.151, 2.628, 3.250], [-0.008, 3.618, 3.410], [-7.621, -3.981, -2.994], [-6.663, -3.073, -1.824], [-8.190, -3.799, -1.333], [-6.247, -5.203, -0.529], [-7.311, -6.067, -1.612], [-5.019, -6.574, -2.233], [-5.832, -5.696, -3.512], [-3.396, -5.061, -2.965], [-4.530, -3.749, -3.214], [-3.588, -4.853, -0.527], [-4.712, -3.492, -0.705], [-1.743, -3.640, -1.267], [-2.692, -2.522, -2.228], [-3.538, -1.448, -0.136], [-2.608, -2.602, 0.826], [-1.344, -0.653, -1.182], [-0.493, -1.771, -0.135], [-1.147, -0.622, 1.868], [-2.320, 0.391, 1.047], [1.255, 3.304, 0.447], [1.245, 2.047, -2.310], [1.130, 3.734, -1.805], [3.527, 3.809, -1.270], [3.697, 2.082, -1.641], [3.276, 3.203, -2.912], [4.125, 1.491, 0.219], [3.398, 2.736, 1.175], [3.647, 1.523, 3.176], [3.543, -0.031, 2.391], [5.953, 1.800, 2.029], [5.753, 0.108, 1.509], [7.078, 0.242, 3.612], [5.702, 1.037, 4.413], [5.148, -0.446, 5.805], [4.056, -0.439, -0.466], [2.943, -1.233, -1.565], [3.608, -2.642, 0.405], [2.676, -1.597, 1.476], [1.869, -2.490, 0.183], [1.091, -0.455, 1.569], [-0.378, 1.137, 3.043], [1.825, 3.002, 2.480], [1.731, 2.615, 4.173], [-0.346, 4.008, 2.445], [0.315, 4.482, 3.993], [-0.863, 3.163, 3.916], [5.336, 0.906, -4.811], [3.605, 0.585, -5.633], [2.612, 0.042, -4.639], [2.974, -1.813, -4.187], [3.772, -0.098, -6.460], [3.267, 1.546, -6.015], [1.604, 0.061, -5.046], [2.642, 0.593, -3.703]],
  "homo_lumo_gap_ev": 8.062,
  "multiplicity": 1,
  "charge": 1,
  "lumo_energy_ev": -4.1,
  "homo_energy_ev": -12.196
}

=====

# 2
{
  "formula": "C30H50BrIrN3P2S",
  "method": "wB97M-V/def2-TZVPD",
  "species": ["C", "C", "C", "C", "N", "C", "C", "C", "C", "C", "C", "C", "C", "C", "Ir", "P", "H", "H", "H", "H", "H", "H", "H", "H", "C", "C", "H", "H", "H", "H", "H", "C", "C", "H", "H", "H", "H", "H", "C", "C", "H", "H", "H", "H", "H", "Br", "P", "C", "C", "H", "H", "H", "H", "H", "C", "C", "H", "H", "H", "H", "H", "C", "C", "H", "H", "H", "H", "H", "C", "C", "N", "C", "S", "N", "C", "C", "H", "H", "H", "H", "H", "H", "H", "H", "H", "H", "H", "H"],
  "xyz": [[-0.390, 6.083, -4.262], [-0.508, 4.751, -4.777], [-0.882, 4.679, -6.149], [-1.034, 5.858, -6.902], [-0.883, 7.085, -6.400], [-0.563, 7.193, -5.107], [-0.283, 3.558, -3.953], [-0.072, 2.705, -3.060], [-0.737, 1.941, -1.969], [-0.096, 2.276, -0.690], [-0.905, 2.338, 0.513], [-2.253, 1.942, 0.428], [-2.882, 1.753, -0.840], [-2.186, 1.779, -2.010], [0.665, 0.695, -1.549], [1.801, -0.607, 0.222], [-1.086, 3.746, -6.662], [-0.193, 6.302, -3.217], [-1.302, 5.834, -7.969], [-0.453, 8.215, -4.742], [-2.614, 1.874, -3.019], [0.649, 3.059, -0.656], [-3.932, 1.498, -0.859], [-0.387, 2.669, 1.432], [2.003, -2.291, 1.069], [2.919, -3.402, 0.565], [0.994, -2.683, 1.243], [2.362, -2.003, 2.070], [2.985, -4.199, 1.314], [2.561, -3.884, -0.343], [3.945, -3.073, 0.400], [2.063, -0.908, -1.636], [3.003, 0.082, -2.248], [1.004, -0.847, -2.178], [2.375, -1.948, -1.657], [3.170, -0.178, -3.303], [2.493, 1.093, -2.234], [3.949, 0.119, -1.691], [3.296, 0.217, 0.868], [4.639, -0.515, 0.942], [2.997, 0.490, 1.893], [3.437, 1.173, 0.338], [5.414, 0.203, 1.243], [4.665, -1.307, 1.696], [4.959, -0.931, -0.017], [-3.017, 1.081, 1.813], [-2.011, -2.782, -1.883], [-0.241, -3.133, -1.820], [-0.003, -4.596, -2.217], [0.159, -2.882, -0.825], [0.234, -2.458, -2.541], [1.055, -4.767, -2.434], [-0.314, -5.283, -1.415], [-0.586, -4.822, -3.121], [-2.727, -2.662, -0.210], [-4.166, -3.205, -0.274], [-2.687, -1.615, 0.106], [-2.092, -3.249, 0.464], [-4.585, -3.313, 0.728], [-4.806, -2.515, -0.849], [-4.197, -4.194, -0.763], [-2.266, -1.196, -2.691], [-2.617, -1.426, -4.166], [-1.349, -0.591, -2.561], [-3.064, -0.658, -2.161], [-2.966, -0.507, -4.645], [-1.729, -1.767, -4.717], [-3.415, -2.176, -4.251], [-1.844, -1.494, 6.508], [-0.635, -1.754, 5.623], [-0.723, -0.854, 4.443], [0.343, -0.178, 3.970], [0.429, 0.171, 2.307], [1.267, 0.278, 4.878], [0.789, 1.060, 6.047], [1.965, 1.375, 6.962], [-1.979, -0.414, 6.631], [-1.732, -1.939, 7.503], [-2.750, -1.913, 6.053], [0.315, -1.571, 6.140], [-0.641, -2.793, 5.241], [-1.309, -1.243, 3.690], [2.054, 0.737, 4.414], [0.325, 1.989, 5.678], [0.037, 0.471, 6.590], [2.670, 2.086, 6.508], [1.589, 1.818, 7.895], [2.513, 0.455, 7.214]],
  "homo_lumo_gap_ev": [6.127, 4.166],
  "relative_energy_kj_mol": 483.6,
  "multiplicity": 6,
  "charge": 4,
  "lumo_energy_ev": [-11.3, -14.0],
  "homo_energy_ev": [-17.445, -18.161]
}

=====

# 3
{
  "formula": "C30H50BrN3P2STc",
  "method": "wB97M-V/def2-TZVPD",
  "species": ["C", "C", "C", "C", "N", "C", "C", "C", "C", "C", "C", "C", "C", "C", "Tc", "P", "H", "H", "H", "H", "H", "H", "H", "H", "C", "C", "H", "H", "H", "H", "H", "C", "C", "H", "H", "H", "H", "H", "C", "C", "H", "H", "H", "H", "H", "Br", "P", "C", "C", "H", "H", "H", "H", "H", "C", "C", "H", "H", "H", "H", "H", "C", "C", "H", "H", "H", "H", "H", "C", "C", "N", "C", "S", "N", "C", "C", "H", "H", "H", "H", "H", "H", "H", "H", "H", "H", "H", "H"],
  "xyz": [[2.309, 4.209, -0.696], [1.270, 3.343, -1.091], [0.963, 3.215, -2.472], [1.740, 3.963, -3.365], [2.710, 4.795, -2.966], [2.961, 4.965, -1.666], [0.701, 2.753, 0.069], [0.036, 2.554, 1.107], [-1.393, 2.315, 1.277], [-2.036, 1.408, 2.137], [-2.982, 0.519, 1.552], [-3.369, 0.889, 0.218], [-3.157, 2.196, -0.303], [-2.192, 2.951, 0.292], [-1.626, -0.156, 0.113], [1.412, -0.438, -0.678], [0.189, 2.551, -2.841], [2.583, 4.271, 0.357], [1.584, 3.890, -4.453], [3.712, 5.693, -1.347], [-1.970, 3.991, 0.022], [-1.963, 1.497, 3.222], [-3.683, 2.506, -1.212], [-3.480, -0.264, 2.127], [2.015, -2.206, -0.470], [3.205, -2.627, -1.323], [1.162, -2.860, -0.706], [2.226, -2.330, 0.604], [3.435, -3.677, -1.101], [2.986, -2.574, -2.396], [4.112, -2.049, -1.123], [1.782, -0.077, -2.485], [3.139, 0.537, -2.797], [0.996, 0.635, -2.785], [1.622, -0.991, -3.079], [3.153, 0.834, -3.854], [3.305, 1.448, -2.211], [3.978, -0.151, -2.641], [2.682, 0.538, 0.293], [4.148, 0.114, 0.288], [2.306, 0.538, 1.330], [2.574, 1.572, -0.065], [4.703, 0.812, 0.928], [4.271, -0.888, 0.708], [4.603, 0.164, -0.704], [-4.869, -0.189, -0.583], [-1.639, -1.378, -1.866], [-0.579, -2.467, -2.895], [-1.226, -3.724, -3.467], [0.300, -2.761, -2.312], [-0.190, -1.864, -3.724], [-0.508, -4.281, -4.079], [-1.560, -4.394, -2.676], [-2.073, -3.501, -4.117], [-2.686, -2.631, -0.945], [-3.944, -3.116, -1.641], [-2.953, -2.187, 0.045], [-2.014, -3.481, -0.755], [-4.471, -3.810, -0.976], [-4.618, -2.271, -1.808], [-3.779, -3.642, -2.584], [-2.336, -0.283, -3.181], [-2.985, -0.999, -4.362], [-1.446, 0.252, -3.553], [-3.002, 0.462, -2.728], [-3.599, -0.277, -4.920], [-2.237, -1.388, -5.077], [-3.646, -1.833, -4.072], [-1.207, -2.062, 6.364], [-0.228, -1.268, 5.521], [-0.828, -1.129, 4.186], [-0.194, -0.469, 3.189], [-0.362, -1.238, 1.627], [0.589, 0.605, 3.392], [0.206, 1.662, 4.402], [1.370, 2.183, 5.200], [-2.199, -1.600, 6.348], [-0.845, -2.085, 7.394], [-1.278, -3.092, 5.998], [-0.078, -0.262, 5.920], [0.753, -1.771, 5.436], [-1.389, -1.922, 3.852], [0.866, 1.069, 2.506], [-0.238, 2.501, 3.854], [-0.580, 1.262, 5.041], [2.051, 2.751, 4.571], [0.999, 2.863, 5.967], [1.927, 1.390, 5.692]],
  "homo_lumo_gap_ev": [5.617, 4.079],
  "relative_energy_kj_mol": 0.0,
  "multiplicity": 4,
  "charge": 4,
  "lumo_energy_ev": [-13.3, -15.3],
  "homo_energy_ev": [-18.896, -19.410]
}

=====

# 4
{
  "formula": "C30H50I2N2OP",
  "method": "wB97M-V/def2-TZVPD",
  "species": ["C", "C", "C", "O", "C", "C", "C", "C", "N", "C", "C", "C", "I", "C", "C", "I", "N", "C", "C", "H", "H", "H", "H", "H", "H", "H", "H", "H", "H", "H", "H", "H", "H", "C", "C", "C", "C", "P", "C", "C", "C", "C", "C", "C", "C", "C", "C", "C", "C", "C", "H", "H", "H", "H", "H", "H", "H", "H", "H", "H", "H", "H", "H", "H", "H", "H", "H", "H", "H", "H", "H", "H", "H", "H", "H", "H", "H", "H", "H", "H", "H", "H", "H", "H", "H", "H"],
  "xyz": [[-8.316, -3.479, -6.503], [-7.233, -4.349, -5.589], [-7.775, -4.281, -4.038], [-6.787, -4.690, -3.025], [-5.593, -3.830, -3.031], [-4.100, -4.447, -2.600], [-2.740, -3.504, -2.647], [-2.784, -1.891, -3.075], [-1.471, -1.161, -3.060], [-1.726, 0.274, -3.429], [-3.160, 0.952, -3.791], [-3.275, 2.578, -4.136], [-3.692, 3.146, -6.208], [-3.129, 3.592, -3.056], [-3.265, 5.215, -3.241], [-2.691, 2.867, -1.002], [-4.438, 0.163, -3.838], [-4.238, -1.280, -3.469], [-5.602, -2.238, -3.451], [-8.660, -2.502, -5.917], [-9.293, -4.105, -6.681], [-7.849, -3.173, -7.559], [-6.188, -3.814, -5.758], [-7.206, -5.448, -6.026], [-8.227, -3.211, -3.853], [-8.695, -5.035, -3.938], [-4.030, -5.565, -2.263], [-1.711, -4.012, -2.351], [-0.774, 0.994, -3.450], [-4.195, 5.548, -2.571], [-3.428, 5.578, -4.345], [-2.327, 5.744, -2.748], [-6.635, -1.725, -3.758], [1.914, -1.095, -1.207], [1.146, -0.224, -0.227], [1.765, 1.157, -0.026], [3.022, 1.205, 0.847], [2.831, 1.175, 2.615], [1.599, 2.430, 3.044], [1.699, 3.851, 2.494], [2.739, 4.791, 3.109], [2.728, 4.856, 4.628], [4.321, 1.707, 3.412], [5.652, 0.992, 3.238], [5.891, -0.271, 4.059], [5.426, -0.205, 5.505], [2.100, -0.297, 3.285], [2.757, -1.668, 3.372], [3.392, -2.225, 2.101], [2.561, -3.322, 1.454], [2.952, -1.243, -0.897], [1.441, -2.079, -1.282], [1.916, -0.648, -2.207], [1.041, -0.745, 0.724], [0.128, -0.095, -0.617], [1.001, 1.813, 0.403], [2.007, 1.574, -1.012], [3.512, 2.162, 0.627], [3.742, 0.452, 0.520], [1.508, 2.453, 4.135], [0.643, 2.025, 2.691], [0.717, 4.322, 2.637], [1.864, 3.820, 1.412], [2.551, 5.801, 2.724], [3.741, 4.536, 2.757], [1.756, 5.200, 4.997], [3.490, 5.560, 4.978], [2.947, 3.888, 5.083], [4.120, 1.884, 4.473], [4.511, 2.697, 2.993], [6.441, 1.705, 3.518], [5.814, 0.768, 2.177], [6.966, -0.491, 4.048], [5.429, -1.116, 3.554], [5.969, 0.571, 6.054], [5.611, -1.164, 5.998], [4.352, -0.002, 5.589], [1.128, -0.429, 2.800], [1.846, -0.036, 4.322], [2.007, -2.378, 3.748], [3.510, -1.640, 4.160], [4.363, -2.671, 2.351], [3.598, -1.437, 1.380], [2.502, -4.199, 2.107], [3.019, -3.638, 0.513], [1.545, -2.986, 1.246]],
  "homo_lumo_gap_ev": 6.942,
  "multiplicity": 1,
  "charge": 1,
  "lumo_energy_ev": -2.8,
  "homo_energy_ev": -9.791
}

=====

# 5
{
  "formula": "C30H50N2O8",
  "method": "wB97M-V/def2-TZVPD",
  "species": ["C", "C", "C", "C", "C", "C", "C", "C", "C", "C", "N", "C", "C", "N", "C", "C", "H", "H", "H", "H", "H", "H", "H", "H", "H", "H", "H", "H", "H", "H", "H", "H", "H", "H", "C", "C", "O", "C", "C", "O", "H", "H", "H", "H", "H", "H", "H", "H", "C", "C", "O", "C", "C", "O", "H", "H", "H", "H", "H", "H", "H", "H", "C", "C", "O", "C", "C", "O", "H", "H", "H", "H", "H", "H", "H", "H", "C", "C", "O", "C", "C", "O", "H", "H", "H", "H", "H", "H", "H", "H"],
  "xyz": [[-1.550, 2.493, 0.147], [-2.285, 2.517, 1.526], [-3.407, 1.425, 1.455], [-3.840, 0.897, 2.859], [-4.049, -0.629, 2.933], [-2.744, -1.457, 2.931], [-2.088, -1.631, 1.560], [-0.680, -1.412, 1.385], [-0.143, -1.557, 0.143], [-0.926, -1.913, -0.987], [-0.301, -1.992, -2.202], [-1.123, -2.301, -3.177], [-2.511, -2.568, -2.986], [-3.147, -2.507, -1.839], [-2.307, -2.145, -0.822], [-2.846, -1.990, 0.486], [-1.204, 1.458, 0.004], [-2.314, 2.728, -0.610], [-0.721, 3.210, 0.139], [-2.806, 3.473, 1.685], [-1.590, 2.327, 2.356], [-4.294, 1.892, 0.994], [-3.056, 0.642, 0.772], [-4.812, 1.367, 3.093], [-3.133, 1.273, 3.618], [-4.541, -0.828, 3.904], [-4.779, -0.969, 2.180], [-2.006, -1.038, 3.630], [-3.004, -2.468, 3.294], [-0.039, -1.122, 2.218], [0.931, -1.369, 0.042], [-0.711, -2.363, -4.189], [-3.100, -2.840, -3.869], [-3.921, -2.139, 0.612], [5.759, -0.324, -3.041], [4.589, -1.280, -2.937], [4.152, -1.423, -1.579], [3.314, -0.574, -0.974], [2.993, 0.743, -1.634], [2.884, -0.843, 0.120], [5.494, 0.672, -2.712], [6.115, -0.263, -4.070], [6.579, -0.661, -2.405], [3.756, -0.994, -3.582], [4.898, -2.275, -3.255], [3.644, 1.515, -1.222], [1.955, 0.991, -1.414], [3.087, 0.733, -2.717], [7.174, 4.483, 0.908], [8.139, 3.594, 0.153], [7.460, 2.786, -0.815], [7.137, 3.205, -2.051], [7.253, 4.672, -2.388], [6.695, 2.416, -2.842], [6.669, 5.186, 0.244], [7.699, 5.052, 1.676], [6.399, 3.881, 1.384], [8.950, 4.155, -0.314], [8.606, 2.895, 0.846], [6.278, 5.143, -2.266], [7.566, 4.759, -3.427], [7.990, 5.208, -1.795], [-2.941, -5.620, 5.304], [-1.837, -5.277, 6.282], [-1.847, -3.885, 6.611], [-2.634, -3.340, 7.559], [-3.754, -4.164, 8.150], [-2.478, -2.191, 7.867], [-3.928, -5.425, 5.723], [-2.891, -6.672, 5.019], [-2.850, -5.010, 4.404], [-1.872, -5.889, 7.186], [-0.870, -5.466, 5.819], [-4.681, -3.931, 7.627], [-3.856, -3.896, 9.200], [-3.582, -5.237, 8.118], [-3.281, -0.005, -5.421], [-2.680, 1.025, -4.486], [-1.857, 1.957, -5.192], [-2.330, 3.048, -5.825], [-3.819, 3.192, -6.033], [-1.559, 3.852, -6.272], [-3.934, 0.454, -6.165], [-3.862, -0.738, -4.860], [-2.493, -0.525, -5.968], [-3.436, 1.546, -3.895], [-2.021, 0.527, -3.774], [-4.074, 2.835, -7.030], [-4.074, 4.247, -5.953], [-4.424, 2.669, -5.297]],
  "homo_lumo_gap_ev": 8.638,
  "multiplicity": 1,
  "smiles": "CCCCCCc1ccc2nccnc2c1.CCOC(C)=O.CCOC(C)=O.CCOC(C)=O.CCOC(C)=O",
  "lumo_energy_ev": 0.0,
  "homo_energy_ev": -8.669
}

=====

Ordered molar mass results: 956.5, 818.9, 724.7, 739.5, 566.7; unit g mol⁻¹.